Record 1
{"formula": "C38H53Cl2N3O6", "method": "ωB97M-V/def2-TZVPD", "s_squared": 2.008, "e_tot_ev": -82062.6576, "spin_multiplicity": 3, "species": ["C", "C", "C", "C", "C", "C", "Cl", "C", "C", "C", "Cl", "C", "O", "N", "C", "C", "O", "C", "O", "O", "C", "C", "C", "C", "C", "C", "C", "H", "H", "H", "H", "H", "H", "H", "H", "H", "H", "H", "H", "H", "H", "H", "H", "H", "C", "C", "C", "C", "C", "C", "N", "O", "C", "C", "C", "H", "H", "H", "H", "H", "H", "H", "H", "H", "H", "H", "H", "H", "H", "H", "H", "H", "H", "C", "C", "C", "C", "C", "C", "N", "O", "C", "C", "C", "H", "H", "H", "H", "H", "H", "H", "H", "H", "H", "H", "H", "H", "H", "H", "H", "H", "H"], "positions_angstrom": [[8.3509, -3.1726, -0.2465], [8.7361, -1.7468, 0.1731], [7.9551, -0.6767, -0.5968], [6.4524, -0.7739, -0.5134], [5.8081, -1.0973, 0.6929], [4.4265, -1.1648, 0.7983], [3.7099, -1.5592, 2.3132], [3.6589, -0.8890, -0.3188], [4.2793, -0.5856, -1.5274], [5.6569, -0.5245, -1.6407], [6.3569, -0.1018, -3.1592], [3.1957, -0.3575, -2.5378], [3.2816, -0.3957, -3.7290], [1.9686, -0.2093, -1.8117], [1.3824, 1.1382, -1.7731], [1.5238, 1.8608, -3.0959], [1.9392, 2.9870, -3.1643], [2.1859, -0.8182, -0.5271], [1.3082, -1.2360, 0.1780], [8.5907, -1.6065, 1.5827], [9.5693, -0.8053, 2.2230], [8.9627, 0.1708, 3.1999], [7.8012, 0.8764, 2.8986], [7.2761, 1.7918, 3.7975], [7.9142, 2.0222, 5.0094], [9.0820, 1.3339, 5.3117], [9.5953, 0.4087, 4.4172], [8.0493, -3.7527, 0.6229], [9.2104, -3.6797, -0.6874], [7.5605, -3.1757, -0.9960], [9.7909, -1.5919, -0.0761], [8.2641, -0.7257, -1.6401], [8.2804, 0.3042, -0.2306], [6.3973, -1.2979, 1.5755], [1.8626, 1.7510, -1.0046], [0.3093, 1.0692, -1.5767], [1.1723, 1.3192, -3.9869], [10.1564, -0.2459, 1.4869], [10.2559, -1.4631, 2.7652], [7.3013, 0.7229, 1.9505], [6.3672, 2.3207, 3.5390], [7.4996, 2.7362, 5.7082], [9.5844, 1.5199, 6.2524], [10.5034, -0.1317, 4.6567], [-4.2832, -1.6931, -3.1203], [-3.3314, -0.5063, -2.8290], [-4.1178, 0.7318, -2.3876], [-4.8167, 1.4877, -3.5158], [-3.8491, 1.7746, -4.6611], [-3.1622, 0.5109, -5.1805], [-2.4977, -0.1832, -4.0318], [-1.3802, 0.3631, -3.7217], [-4.1825, -0.3946, -5.8845], [-2.1004, 0.8680, -6.2122], [-2.4086, -0.9300, -1.6915], [-3.9918, -2.2282, -4.0219], [-4.2500, -2.4123, -2.3034], [-5.3212, -1.3787, -3.2307], [-3.4303, 1.4204, -1.8847], [-4.8454, 0.4193, -1.6346], [-5.6838, 0.9278, -3.8767], [-5.2079, 2.4290, -3.1253], [-4.3657, 2.2574, -5.4938], [-3.0827, 2.4756, -4.3155], [-3.7134, -1.3240, -6.2100], [-4.5556, 0.1227, -6.7689], [-5.0451, -0.6436, -5.2742], [-1.3805, 1.5848, -5.8245], [-2.5885, 1.3097, -7.0814], [-1.5576, -0.0212, -6.5355], [-1.7701, -1.7629, -1.9885], [-3.0277, -1.2451, -0.8506], [-1.7697, -0.1162, -1.3557], [-7.9703, 0.3507, 3.7364], [-7.0093, -0.5630, 2.9366], [-6.1387, -1.4055, 3.8785], [-4.9837, -0.6493, 4.5326], [-4.1684, 0.1093, 3.4889], [-5.0277, 1.0422, 2.6362], [-6.1403, 0.2475, 2.0240], [-5.7423, -0.4182, 1.0024], [-5.5537, 2.2055, 3.4889], [-4.1961, 1.6538, 1.5157], [-7.8601, -1.4972, 2.0843], [-8.0213, 1.3498, 3.3089], [-8.9821, -0.0518, 3.7122], [-7.6838, 0.4443, 4.7842], [-5.7259, -2.2459, 3.3120], [-6.7893, -1.8347, 4.6439], [-5.3540, 0.0330, 5.3026], [-4.3377, -1.3624, 5.0477], [-3.3816, 0.6981, 3.9656], [-3.6701, -0.6104, 2.8321], [-6.2128, 2.8470, 2.9023], [-4.7063, 2.8062, 3.8202], [-6.0882, 1.8920, 4.3805], [-3.7065, 0.8940, 0.9103], [-3.4271, 2.2901, 1.9546], [-4.8177, 2.2657, 0.8599], [-8.4357, -0.9384, 1.3453], [-8.5546, -2.0237, 2.7396], [-7.2578, -2.2352, 1.5606]], "forces_ev_per_a": [[0.262, 0.050, -0.026], [0.059, -0.164, -0.244], [0.114, 0.034, 0.287], [-0.179, -0.055, 0.162], [0.078, 0.029, -0.267], [-0.084, -0.042, -0.158], [-0.012, -0.006, 0.054], [0.268, -0.016, -0.212], [-0.108, -0.088, 0.235], [-0.166, -0.117, 0.037], [0.061, 0.017, -0.090], [0.041, -0.097, 0.241], [0.010, 0.475, -0.106], [0.551, -0.410, 0.188], [-0.207, 0.017, -0.148], [-0.210, -0.020, -0.262], [0.025, 0.013, 0.085], [-0.591, -0.123, 0.002], [0.289, 0.531, -0.058], [-0.021, 0.077, 0.004], [0.022, 0.046, 0.157], [-0.079, 0.010, 0.085], [0.086, 0.003, -0.045], [0.039, -0.050, -0.003], [-0.015, -0.019, -0.080], [-0.130, 0.141, 0.078], [-0.022, -0.040, -0.172], [-0.161, 0.046, -0.011], [-0.028, -0.004, 0.021], [-0.123, -0.052, 0.101], [0.000, 0.027, 0.028], [-0.011, -0.016, 0.020], [-0.076, 0.039, -0.040], [0.063, -0.020, -0.055], [-0.036, 0.015, 0.016], [0.032, -0.118, 0.062], [-0.001, -0.070, 0.029], [-0.017, -0.040, -0.085], [0.074, 0.025, -0.049], [0.026, -0.051, 0.020], [0.017, 0.031, 0.070], [0.031, 0.003, 0.036], [0.014, -0.043, -0.011], [-0.005, -0.027, 0.039], [0.054, 0.002, -0.154], [-0.353, -0.755, 0.168], [-0.070, 0.351, 0.062], [0.039, -0.114, -0.058], [-0.045, 0.155, 0.230], [-0.274, -0.357, -0.600], [-0.083, 1.044, 0.480], [0.314, -0.228, -0.099], [0.003, -0.063, 0.083], [0.162, 0.107, 0.031], [0.149, 0.054, 0.042], [0.035, -0.013, 0.022], [-0.015, 0.078, 0.079], [0.009, 0.026, -0.047], [0.075, -0.032, -0.064], [0.039, -0.025, 0.051], [0.022, -0.034, -0.019], [-0.026, -0.009, 0.008], [-0.008, -0.016, -0.024], [0.061, -0.066, -0.003], [0.012, 0.006, -0.005], [0.051, 0.036, -0.016], [0.012, 0.008, 0.020], [-0.007, -0.032, 0.036], [-0.038, -0.020, -0.010], [-0.007, -0.007, 0.016], [-0.012, -0.006, -0.008], [-0.030, -0.004, -0.003], [0.009, -0.017, -0.051], [0.068, 0.110, -0.067], [-0.679, 0.233, 0.272], [0.263, -0.123, 0.019], [-0.067, 0.074, -0.032], [0.035, -0.272, 0.071], [-0.059, 0.747, 0.185], [0.777, -0.814, 0.218], [-0.227, 0.181, -0.315], [-0.091, -0.050, -0.005], [0.090, -0.104, -0.148], [0.020, -0.106, -0.131], [-0.020, -0.017, -0.033], [0.031, -0.097, 0.026], [0.047, 0.034, -0.014], [0.000, 0.057, -0.078], [-0.032, -0.026, -0.014], [-0.023, 0.032, -0.031], [-0.016, 0.000, 0.029], [-0.003, 0.025, 0.008], [-0.052, 0.027, -0.066], [0.009, 0.001, -0.011], [0.040, -0.009, -0.049], [0.000, -0.021, -0.007], [-0.047, -0.011, 0.013], [-0.015, 0.023, 0.034], [-0.013, -0.009, 0.006], [-0.007, 0.023, 0.021], [-0.012, 0.016, 0.030], [0.026, 0.062, -0.029]]}

Record 2
{"formula": "C4H27N2O7S2", "method": "ωB97M-V/def2-TZVPD", "total_charge": 1, "e_tot_ev": -43562.9796, "species": ["S", "S", "C", "C", "C", "N", "C", "N", "H", "H", "H", "H", "H", "H", "H", "H", "H", "H", "H", "H", "H", "H", "H", "O", "H", "H", "O", "H", "H", "O", "H", "H", "O", "H", "H", "O", "H", "H", "O", "H", "H", "O"], "positions_angstrom": [[-3.4754, 2.0366, 1.1405], [-2.6900, 1.9750, -0.6176], [-1.3386, 0.7526, -0.5087], [-0.0531, 1.4753, -0.3118], [1.2560, 0.5365, -0.4802], [1.2431, -0.0537, -1.8379], [2.6930, -0.3948, -2.2610], [0.0630, 1.8026, 1.1836], [-4.2379, 0.9202, 1.2019], [-1.6455, 0.0997, 0.3505], [-1.2857, 0.0963, -1.4706], [0.1774, 2.2873, -1.1005], [1.2559, -0.3658, 0.2392], [2.1844, 1.2771, -0.2967], [0.7863, -0.9242, -1.8561], [3.1634, 0.4529, -2.7851], [3.3462, -0.6114, -1.4367], [2.6198, -1.1389, -3.0621], [-0.3454, 1.0155, 1.7285], [-0.4207, 2.7115, 1.4683], [1.0535, 2.1693, 1.3464], [-0.0347, -3.9124, -2.5332], [0.3508, -2.5791, -3.1973], [0.6418, -3.2711, -2.5298], [-1.6072, -0.3974, 2.9323], [-0.0451, -1.1206, 2.7629], [-0.6323, -0.3175, 2.5809], [2.6704, 1.0464, 2.0485], [3.3675, 2.5121, 1.8743], [2.5288, 1.9967, 1.8755], [0.1770, -4.9153, 0.0369], [0.2535, -3.6119, -0.8682], [0.0102, -3.9679, -0.0120], [2.5756, -1.1731, 2.2430], [4.0623, -0.9446, 2.4737], [3.3229, -0.4849, 2.1846], [1.5785, -3.2973, 3.0287], [0.5441, -3.0347, 1.9163], [1.2312, -2.6262, 2.4853], [-0.1963, -0.8046, -5.1159], [0.2164, -0.1807, -3.7929], [-0.4031, -0.8567, -4.1536]], "forces_ev_per_a": [[-0.859, 0.007, 2.754], [0.517, -0.228, -2.853], [-0.839, -1.329, -1.166], [3.062, -1.360, 0.247], [-0.204, 0.182, -0.110], [3.257, 1.630, -0.241], [-1.645, 1.277, -1.215], [-0.726, 4.469, -1.537], [-0.066, 0.119, -0.258], [0.725, 0.371, -0.851], [-0.335, 1.326, 1.567], [-0.876, -0.706, 1.834], [0.105, 1.726, -0.365], [-2.017, -2.142, -0.602], [-0.809, -1.167, 0.508], [-0.429, 0.127, 0.368], [0.091, -0.747, 0.424], [0.240, -0.349, 0.654], [0.857, -0.029, 0.334], [-0.130, -1.641, -0.678], [-0.264, -1.546, 0.565], [-1.364, -1.292, -0.548], [0.234, -0.935, 0.823], [0.835, 2.344, -1.006], [3.129, -0.324, -0.775], [-1.392, 1.099, 0.031], [-1.870, -1.204, 1.121], [0.939, 0.132, 0.119], [-0.841, -0.974, 0.152], [0.651, 1.494, 0.025], [0.090, 0.204, -0.357], [0.513, 0.058, -0.285], [-0.480, -0.080, 1.448], [1.377, 1.171, -0.189], [2.370, -1.125, 0.885], [-3.900, -0.578, -0.711], [0.567, -1.370, 1.108], [0.665, -0.068, -0.117], [-1.299, 1.590, -1.287], [-0.482, -0.269, 0.854], [-0.557, -0.400, 0.159], [1.158, 0.538, -0.827]]}